ORCA calculation (ωB97M-V/def2-TZVPD) on a gas-phase ion, C11H20N5O (charge +1) at a distorted geometry.

```
37
Properties=species:S:1:pos:R:3:forces:R:3:mulliken_charge:R:1
C -2.64515 -2.10394 0.51320 0.1600 -0.3729 -0.0483 -1.378
C -1.16247 -2.43237 0.60009 -0.3438 0.4677 -0.7246 0.132
C -0.60162 -2.75899 -0.79215 0.4157 -0.2357 0.7287 -1.033
C 0.86909 -2.33508 -0.99165 -0.9167 -0.1970 -0.4910 -0.660
C 1.10245 -1.67047 -2.35314 0.9883 -0.1383 0.3668 -0.932
C 1.24039 -0.15852 -2.28511 -0.7409 0.1436 -0.0818 -1.022
C 0.16522 0.51734 -1.42549 0.0659 0.3410 -0.0939 -0.118
C 0.73849 1.62774 -0.55215 -0.3048 -0.3462 -0.1087 -0.516
C -0.41935 2.35194 0.14236 0.4336 0.3483 -0.6360 -0.609
N -0.20213 2.69871 1.56279 -0.5678 0.2632 -0.5843 0.412
N -0.73747 3.80200 2.10385 0.2482 -0.4930 -0.3916 0.079
N -0.40560 3.91926 3.34717 -0.3308 0.4785 0.0644 -0.420
N 0.32936 2.90523 3.65903 0.3871 -0.4483 0.2760 -0.197
C 0.44541 2.15141 2.56326 -0.0109 0.1945 0.6030 0.500
O 1.07172 0.97796 2.48454 -0.0622 -0.1398 0.0726 -0.215
C 2.38171 1.05991 2.59279 3.2961 -0.0780 -0.3460 0.526
N 3.55296 1.10096 2.54325 -2.9693 -0.0961 0.2886 -0.348
H -2.79899 -1.16954 -0.01300 -0.0911 0.3206 -0.1108 0.290
H -3.11680 -2.05682 1.48539 -0.1678 0.0811 0.2283 0.401
H -3.13821 -2.87288 -0.07221 -0.2687 -0.1506 -0.0129 0.326
H -1.01464 -3.25828 1.27579 0.2543 -0.2135 0.3581 0.472
H -0.63640 -1.55681 0.97477 0.2017 0.0849 0.3947 -0.173
H -1.23735 -2.32377 -1.55199 -0.1544 0.2548 -0.2369 0.429
H -0.67189 -3.83376 -0.90932 -0.1272 -0.2560 -0.3029 0.523
H 1.49734 -3.20891 -0.89814 0.2835 -0.1410 0.1302 0.531
H 1.11748 -1.65442 -0.18719 0.3972 0.2160 0.2163 0.280
H 2.03303 -2.05593 -2.75477 0.2088 -0.0432 -0.2483 0.311
H 0.35046 -1.95068 -3.07472 -0.4520 -0.1101 -0.0962 0.488
H 2.22315 0.14840 -1.94613 0.2985 -0.1503 0.2223 0.502
H 1.13230 0.23113 -3.28908 0.2129 0.1752 -0.3174 0.357
H -0.56554 0.99944 -2.06932 -0.2795 -0.0505 -0.2403 0.459
H -0.39647 -0.17962 -0.81339 0.0245 -0.2346 0.1792 -0.112
H 1.25218 2.30766 -1.21436 0.2429 0.4418 0.0029 0.347
H 1.48305 1.23906 0.12654 0.1228 -0.1529 0.2576 0.267
H -0.55760 3.29801 -0.36533 -0.0960 0.3771 0.0544 0.383
H -1.35235 1.82296 0.02280 -0.2631 -0.4260 0.4505 0.431
H -1.32576 4.42165 1.56100 -0.0951 0.2856 0.1775 0.284
```
Forces are in eV/Å.

The HOMO-LUMO gap is 8.4 eV. The total energy is -779.75900 a.u. Its structure (SMILES) is CCCCCCCCCN1NN=[N+]=C1OC#N. The charge is +1. For the HOMO energy, the calculation gives -0.494 Ha.